Below is a cluster of 15 separate species, C34H100N2O28 in total at a distorted geometry, with properties calculated with ωB97M-V/def2-TZVPD.

The calculation puts the HOMO-LUMO gap at 9.280 eV. The molar mass comes out at 985.2 g/mol.

```
! wB97M-V def2-TZVPD RIJCOSX def2/J DEFGRID3
* xyz 0 1
C -0.5658 -4.2805 -5.8318
C 0.4130 -3.2345 -5.4459
O -0.1383 -1.9369 -5.3286
O -1.0783 -4.0435 -7.1545
H -1.3876 -4.2817 -5.1335
H -0.1366 -5.3076 -5.9393
H 1.1930 -3.2526 -6.1847
H 0.7666 -3.4677 -4.4243
H 0.4088 -1.4157 -4.7576
H -1.4272 -3.1018 -7.1051
C -4.3267 4.1619 -2.1873
C -5.0543 3.1377 -3.0432
O -5.2889 1.8481 -2.3444
O -5.1389 4.5362 -1.1496
H -3.9326 5.0079 -2.7672
H -3.4220 3.6649 -1.7727
H -4.4890 2.8085 -3.8966
H -5.9934 3.5811 -3.2729
H -5.6354 2.0596 -1.5055
H -5.1536 3.8452 -0.5111
C -6.2316 -2.0217 -0.1620
C -6.2376 -1.6168 -1.6431
O -5.0180 -0.9908 -1.9559
O -5.9871 -0.8738 0.6460
H -5.4161 -2.7384 -0.1199
H -7.1854 -2.5391 0.0465
H -7.0870 -0.9668 -1.9046
H -6.3088 -2.5450 -2.2523
H -5.0273 -0.0301 -2.1317
H -5.0731 -0.5806 0.4799
C 6.7928 0.7710 0.2595
C 5.6757 1.7553 0.5487
O 6.3298 2.8040 1.3051
O 6.3036 -0.4649 -0.3617
H 7.3337 0.5597 1.2359
H 7.5436 1.1996 -0.3707
H 4.7893 1.3487 1.1335
H 5.1723 2.1753 -0.3893
H 5.6985 3.4972 1.5929
H 6.7479 -1.2605 -0.0266
C 0.2828 -5.1212 -0.5122
C 0.7730 -3.7686 -0.9321
O 0.6779 -2.7682 0.0892
O -1.1446 -5.1959 -0.3517
H 0.8137 -5.4612 0.3216
H 0.4804 -5.7787 -1.3544
H 0.1850 -3.3888 -1.8223
H 1.8481 -3.8737 -1.0519
H -0.2682 -2.6790 0.2423
H -1.3901 -4.8273 0.5421
C -4.4303 2.1165 1.5591
C -5.9375 2.0574 1.7971
O -6.5883 1.9796 0.5328
O -3.9489 1.0270 0.6909
H -3.8852 2.1241 2.5397
H -4.2401 3.1299 1.0767
H -6.1679 2.9551 2.4407
H -6.2087 1.2758 2.5050
H -6.7495 1.0412 0.3789
H -3.1085 1.2878 0.3119
C 2.7382 4.3829 3.5507
C 3.1519 3.6448 2.3864
O 3.9013 4.5475 1.5545
O 2.1010 5.6323 3.1124
H 3.5590 4.6222 4.2941
H 1.9710 3.8195 4.1281
H 2.2635 3.3269 1.8349
H 3.7932 2.7686 2.5240
H 3.5212 4.4446 0.6813
H 2.9383 6.0868 2.8587
C 4.0843 -1.4347 2.6769
C 5.1632 -1.6779 3.7365
O 4.6038 -1.4447 5.0432
O 3.5929 -0.1129 2.9749
H 3.2615 -2.1668 2.6195
H 4.5304 -1.4316 1.6999
H 5.9219 -0.9445 3.4106
H 5.5811 -2.7207 3.7780
H 4.2966 -0.5354 4.9693
H 3.1579 0.3476 2.1611
C -2.8755 -3.8746 -2.8559
C -3.8076 -5.0162 -3.1220
O -5.0287 -4.5571 -3.6486
O -3.1509 -3.0670 -1.5908
H -2.8750 -3.1680 -3.7067
H -1.8668 -4.2244 -2.6911
H -4.0805 -5.6148 -2.2086
H -3.2866 -5.6815 -3.8152
H -5.7062 -5.2086 -3.4844
H -3.6660 -2.2625 -1.8743
C -0.4140 5.6180 0.6354
C -0.9559 5.0913 -0.6037
O -0.4317 5.6745 -1.8122
O 0.9977 5.4208 0.6021
H -0.9245 4.9740 1.4063
H -0.6138 6.6813 0.8257
H -2.0360 5.0550 -0.5664
H -0.7704 4.0016 -0.7474
H 0.1745 6.4376 -1.7578
H 1.2151 5.4401 1.5544
C 3.5472 -0.6942 -3.8933
C 4.0060 0.6425 -3.3893
O 3.8947 0.7781 -2.0203
O 2.2306 -1.0075 -3.6107
H 4.1037 -1.5247 -3.4532
H 3.6341 -0.6398 -4.9497
H 3.2813 1.3885 -3.8113
H 5.0807 0.8575 -3.7122
H 4.5466 0.2447 -1.5549
H 2.0393 -0.5576 -2.7962
C 3.1835 5.9632 -2.2842
C 2.7709 4.5296 -2.4431
O 2.6380 3.8713 -1.1684
O 2.1708 6.7887 -1.6023
H 3.2731 6.4137 -3.2998
H 4.1771 6.1708 -1.7838
H 3.4995 4.0004 -2.8958
H 1.8129 4.5568 -3.0414
H 1.7453 4.0903 -0.8002
H 2.1871 6.5206 -0.6784
C -1.5097 -1.7847 2.7082
C -2.2903 -1.7070 1.4052
O -2.0893 -2.8768 0.7560
O -2.1545 -2.7384 3.6085
H -1.4314 -0.7322 3.1080
H -0.5177 -2.2184 2.4497
H -1.9644 -0.8161 0.8383
H -3.3272 -1.5958 1.6107
H -2.5023 -3.0840 -0.0793
H -1.4653 -3.2878 3.9481
C 0.1291 1.8364 1.0716
C 0.4404 0.4845 0.4446
C 0.0020 0.4644 -1.0145
O -1.2734 0.9383 -1.0921
C -1.9127 0.7357 -2.3620
N 1.8683 0.1323 0.4749
H 0.2949 2.6690 0.4290
H 0.6193 1.9341 2.0035
H -0.9358 1.8967 1.2876
H 0.0440 -0.3749 1.0562
H 0.0770 -0.5715 -1.4081
H 0.7757 1.0779 -1.5212
H -1.2543 1.1580 -3.1136
H -2.8410 1.2215 -2.3154
H -2.0541 -0.3344 -2.6019
H 1.9981 -0.8628 0.1333
H 2.3437 0.8302 -0.1024
C 1.1557 -1.7776 5.1891
C 0.9099 -3.0810 6.0227
C 1.3586 -4.2918 5.1364
O 0.4633 -4.1983 3.9817
C 0.6851 -5.2635 3.0072
N 1.6302 -2.9705 7.2597
H 0.4925 -1.8031 4.3241
H 2.2309 -1.6707 4.9325
H 0.9208 -0.8696 5.7627
H -0.1581 -3.1459 6.3577
H 1.1399 -5.1658 5.6964
H 2.3855 -4.3050 4.7965
H 0.2209 -4.9366 2.0701
H 0.2015 -6.1281 3.3970
H 1.7701 -5.3785 2.8518
H 1.6059 -3.8034 7.8343
H 2.6450 -2.8146 7.1339
*
```



Below is a structure of composition C38H32Br2N4OPtS3Si at a distorted geometry, with properties calculated with ωB97M-V/def2-TZVPD.

The calculation puts the HOMO-LUMO gap at 6.658 eV. The molar mass comes out at 1039.9 g/mol.

```
! wB97M-V def2-TZVPD RIJCOSX def2/J DEFGRID3
* xyz 0 1
Pt 0.1490 -0.7245 -0.1226
S 0.5017 -0.9534 2.2233
C 2.2130 -0.7657 2.4655
C 2.7023 -0.7401 3.7739
C 4.0562 -0.6161 4.0187
C 4.9384 -0.4990 2.9461
C 4.4498 -0.5143 1.6545
C 3.0815 -0.6580 1.4104
S 2.5258 -0.7319 -0.2366
H 1.9936 -0.8168 4.5917
H 4.4260 -0.6060 5.0357
H 6.0011 -0.3940 3.1232
H 5.1192 -0.4115 0.8070
C -2.5661 -0.8315 1.8894
C -2.9783 -0.8615 0.4588
C -4.3417 -0.8080 0.1023
C -4.7232 -0.8268 -1.2018
C -3.7376 -0.8508 -2.2079
C -3.9959 -0.8153 -3.5944
Br -5.7783 -0.7559 -4.2423
C -2.9768 -0.8095 -4.5018
C -1.6507 -0.8265 -4.0529
Br -0.2265 -0.8357 -5.2943
C -1.3186 -0.8579 -2.7076
O -0.0878 -0.8209 -2.2919
C -2.3924 -0.9011 -1.7844
N -2.0381 -0.9471 -0.4708
H -3.4322 -0.8238 2.5482
H -1.9679 0.0625 2.0750
H -1.9413 -1.6973 2.1137
H -5.0850 -0.7722 0.8869
H -5.7683 -0.8156 -1.4791
H -3.1858 -0.7930 -5.5619
C -3.9072 3.7709 0.2575
C -2.8597 4.1091 1.1012
C -1.6312 3.4672 0.9843
C -1.4188 2.4899 0.0063
C -2.4722 2.2065 -0.8684
C -3.7076 2.8229 -0.7378
Si 0.2680 1.6518 -0.2023
C 0.9665 2.3408 -1.8091
C 0.8170 3.7175 -2.0094
C 1.3215 4.3296 -3.1470
C 1.9592 3.5722 -4.1204
C 2.0965 2.2029 -3.9472
C 1.6175 1.5959 -2.7924
C 1.3823 2.2477 1.1980
C 2.6797 2.6830 0.9247
C 3.5254 3.0958 1.9469
C 3.0921 3.0621 3.2632
C 1.8021 2.6370 3.5551
C 0.9577 2.2369 2.5305
H -4.8729 4.2487 0.3687
H -2.9971 4.8733 1.8566
H -0.8273 3.7415 1.6543
H -2.3222 1.5016 -1.6763
H -4.5161 2.5639 -1.4117
H 0.2964 4.3164 -1.2690
H 1.2123 5.3995 -3.2775
H 2.3446 4.0500 -5.0127
H 2.5719 1.6014 -4.7122
H 1.7418 0.5313 -2.6674
H 3.0335 2.6963 -0.1005
H 4.5280 3.4363 1.7185
H 3.7593 3.3601 4.0630
H 1.4619 2.6026 4.5833
H -0.0445 1.9057 2.7722
C 0.9050 -6.6956 2.1519
C -0.3756 -5.9819 1.7033
C -0.0920 -4.9868 0.6254
N -0.1502 -3.7166 0.7631
N 0.2187 -3.0132 -0.3553
C 0.5554 -3.7780 -1.3603
N 0.9777 -3.3295 -2.5537
S 0.4403 -5.4704 -0.9776
H 0.6834 -7.4155 2.9393
H 1.6233 -5.9709 2.5349
H 1.3643 -7.2281 1.3185
H -0.8168 -5.4311 2.5333
H -1.1006 -6.7123 1.3379
H 0.8060 -2.3466 -2.7523
H 1.1376 -3.9725 -3.3054
*
```



Below is a structure of composition C33H61ClO9S at a distorted geometry, with properties calculated with ωB97M-V/def2-TZVPD.

The calculation puts the HOMO-LUMO gap at 9.340 eV. The molar mass comes out at 669.4 g/mol.

```
! wB97M-V def2-TZVPD RIJCOSX def2/J DEFGRID3
* xyz 0 1
C -0.3492 4.1219 -6.8731
C -0.1990 2.8062 -5.9732
C 0.7606 3.1886 -4.7866
C 1.4296 1.9159 -4.0747
O 0.9899 1.9507 -2.7200
C 1.4079 0.8670 -1.8938
C 2.7511 0.1242 -2.2971
C 2.5989 -1.1839 -3.1256
C 2.5930 -2.4530 -2.3640
C 2.4722 -3.7613 -2.9707
C 2.3248 -3.8687 -4.4257
C 2.3509 -2.6309 -5.1939
C 2.1965 -2.7378 -6.7436
C 2.5003 -1.3013 -4.5729
C 1.7441 1.5478 -0.4809
C 2.8883 2.6391 -0.5812
C 3.5905 2.8800 0.8139
O 3.6684 3.9900 1.2348
Cl 4.2548 1.5170 1.7912
C 0.4836 2.3359 0.1111
O -0.2757 1.3541 0.8607
S -0.9981 0.4461 -0.3352
O -2.0507 1.2896 -0.9010
O -1.6535 -0.6611 0.3711
C 0.2042 -0.1631 -1.5782
C -0.6376 -0.5856 -2.8530
O -0.4055 -1.9450 -3.2652
C -1.0324 -2.8775 -2.3671
C -2.0583 -3.8039 -3.1701
H -1.2920 4.1159 -7.4760
H -0.3328 5.0493 -6.2302
H 0.5677 4.2054 -7.5261
H -1.2187 2.5222 -5.6040
H 0.2759 2.0415 -6.6366
H 0.2578 3.7962 -3.9882
H 1.5662 3.8513 -5.2164
H 1.0963 1.0328 -4.6733
H 2.5403 2.0769 -4.2076
H 3.2162 -0.1958 -1.3172
H 3.5258 0.8058 -2.7473
H 2.6963 -2.3956 -1.2512
H 2.4922 -4.6839 -2.3395
H 2.2159 -4.8883 -4.8521
H 3.0486 -3.2470 -7.2529
H 1.9813 -1.7087 -7.1388
H 1.2546 -3.3314 -6.9362
H 2.5357 -0.3943 -5.2123
H 2.0223 0.7565 0.2686
H 2.3676 3.6161 -0.7967
H 3.6156 2.4895 -1.4145
H 0.8839 3.1002 0.8234
H -0.1015 2.8772 -0.6733
H 0.6364 -1.1131 -1.1483
H -1.7282 -0.5697 -2.5482
H -0.5618 0.1081 -3.7217
H -1.5261 -2.4109 -1.4790
H -0.2188 -3.5808 -2.0196
H -1.8954 -4.8726 -2.8527
H -1.9294 -3.7108 -4.2772
H -3.0936 -3.5338 -2.8317
C -5.9451 -3.1237 3.6339
C -5.3145 -2.1307 4.5949
O -4.0549 -2.5482 5.0938
C -3.0289 -2.7312 4.1290
C -2.6743 -1.4634 3.3731
H -5.9749 -4.1222 4.0758
H -6.9622 -2.8171 3.3818
H -5.3782 -3.1949 2.7032
H -5.9649 -2.0222 5.4658
H -5.2353 -1.1376 4.1397
H -3.2924 -3.5406 3.4397
H -2.1480 -3.0677 4.6808
H -3.4935 -1.1402 2.7274
H -1.8001 -1.6265 2.7417
H -2.4635 -0.6455 4.0663
C -2.4257 5.4248 3.2953
C -1.1766 4.9619 2.5665
O -0.8448 5.7645 1.4435
C -0.5502 7.1260 1.7116
C 0.6551 7.3184 2.6156
H -3.2580 5.5409 2.5979
H -2.7065 4.7042 4.0656
H -2.2704 6.3900 3.7824
H -1.3490 3.9546 2.1797
H -0.3236 4.8911 3.2505
H -1.4311 7.6356 2.1159
H -0.3410 7.5873 0.7440
H 0.4574 6.9586 3.6280
H 0.9157 8.3763 2.6841
H 1.5166 6.7650 2.2352
C -0.1649 -5.1773 6.3238
C 1.0958 -5.5999 5.5903
O 1.4043 -4.7767 4.4764
C 1.6603 -3.4103 4.7589
C 2.8596 -3.1926 5.6650
H -1.0002 -5.0757 5.6276
H -0.4273 -5.9122 7.0872
H -0.0339 -4.2132 6.8201
H 0.9514 -6.6068 5.1927
H 1.9501 -5.6549 6.2738
H 0.7652 -2.9300 5.1686
H 1.8559 -2.9331 3.7961
H 2.6726 -3.5683 6.6737
H 3.0897 -2.1284 5.7445
H 3.7364 -3.7171 5.2790
*
```



Among the records above, which one has the highest HOMO-LUMO gap?
C33H61ClO9S



Look up the molar mass of the third one.
669.4 g/mol



What is the molar mass in the third record?
669.4 g/mol